150
Properties=species:S:1:pos:R:3 method="wB97M-V/def2-TZVPD" charge=0 e_homo_ha=-0.34882 total_energy_ha=-2484.89573 e_above_lowest_kcal_mol=48.91
C -11.64 -1.40 24.68
C -10.46 -2.07 23.97
C -9.14 -2.07 24.74
O -10.80 -3.44 23.75
H -12.56 -1.53 24.24
H -11.42 -0.34 24.59
H -11.68 -1.71 25.75
H -10.26 -1.67 22.96
H -8.29 -2.35 24.20
H -9.25 -2.79 25.58
H -9.01 -1.11 25.22
H -11.22 -3.62 22.91
C -13.33 -8.08 23.15
C -14.12 -7.43 24.21
C -13.33 -6.65 25.29
O -15.05 -6.48 23.58
H -12.99 -7.26 22.50
H -13.99 -8.66 22.50
H -12.43 -8.51 23.51
H -14.61 -8.24 24.79
H -12.72 -5.91 24.84
H -12.73 -7.25 25.98
H -14.09 -6.20 25.98
H -15.55 -6.08 24.28
C -16.97 0.23 26.43
C -16.61 -1.13 25.84
C -17.50 -1.60 24.73
O -15.26 -1.19 25.31
H -18.02 0.16 26.79
H -16.83 1.03 25.67
H -16.35 0.49 27.28
H -16.64 -1.85 26.66
H -18.49 -1.69 25.18
H -17.20 -2.57 24.32
H -17.47 -0.80 24.03
H -14.61 -1.20 26.05
C -8.46 -5.58 21.45
C -7.14 -6.16 21.98
C -6.83 -7.57 21.44
O -6.09 -5.30 21.63
H -9.22 -6.18 21.95
H -8.48 -5.77 20.38
H -8.57 -4.54 21.67
H -7.07 -6.16 23.09
H -6.83 -7.52 20.38
H -7.72 -8.12 21.74
H -5.94 -8.06 21.83
H -6.09 -4.50 22.17
C -13.94 -2.65 17.39
C -13.35 -1.63 16.43
C -12.88 -2.18 15.05
O -14.38 -0.63 16.13
H -13.13 -3.33 17.60
H -14.77 -3.22 16.96
H -14.22 -2.25 18.36
H -12.51 -1.19 16.96
H -12.80 -3.28 14.98
H -11.91 -1.79 14.81
H -13.65 -1.81 14.38
H -14.56 -0.06 16.89
C -15.28 -0.50 21.07
C -13.95 -0.58 21.72
C -12.75 -0.30 20.80
O -13.88 0.30 22.84
H -16.24 -0.70 21.60
H -15.39 -1.19 20.24
H -15.40 0.48 20.56
H -13.92 -1.61 22.08
H -12.86 -0.97 19.94
H -11.77 -0.53 21.24
H -12.73 0.77 20.52
H -14.35 -0.19 23.55
C -8.97 1.91 20.60
C -9.60 2.44 21.87
C -9.53 1.33 22.87
O -8.92 3.60 22.35
H -8.88 2.73 19.87
H -9.57 1.23 20.03
H -7.99 1.46 20.81
H -10.65 2.70 21.64
H -8.57 0.88 22.80
H -10.31 0.58 22.61
H -9.65 1.60 23.95
H -8.28 3.28 23.01
C -16.49 -10.06 22.46
C -16.69 -10.11 20.99
C -15.36 -10.10 20.23
O -17.34 -11.36 20.72
H -16.27 -9.03 22.77
H -15.66 -10.74 22.76
H -17.38 -10.34 23.02
H -17.32 -9.28 20.62
H -14.75 -9.22 20.44
H -15.58 -10.05 19.13
H -14.72 -11.00 20.39
H -17.45 -11.48 19.77
C -10.81 -7.07 17.22
C -12.04 -7.04 18.06
C -11.83 -7.13 19.57
O -12.62 -5.72 17.82
H -10.19 -7.95 17.39
H -10.25 -6.21 17.60
H -11.03 -6.97 16.13
H -12.82 -7.78 17.74
H -11.33 -6.20 19.87
H -11.22 -7.99 19.85
H -12.77 -7.25 20.04
H -13.31 -5.75 17.17
C -3.91 -2.34 22.10
C -5.38 -2.01 21.84
C -5.78 -2.46 20.46
O -6.21 -2.71 22.77
H -3.18 -1.91 21.40
H -3.73 -3.42 22.05
H -3.53 -1.98 23.09
H -5.53 -0.91 21.92
H -5.47 -3.49 20.40
H -5.17 -1.97 19.73
H -6.81 -2.22 20.23
H -6.17 -2.31 23.63
C -16.25 -4.49 21.10
C -15.39 -5.48 20.33
C -16.23 -6.18 19.30
O -14.28 -4.79 19.82
H -15.64 -3.96 21.85
H -16.95 -5.10 21.64
H -16.76 -3.79 20.46
H -14.98 -6.24 21.00
H -16.66 -5.44 18.63
H -17.07 -6.68 19.74
H -15.67 -6.91 18.71
H -13.73 -5.38 19.30
C -9.87 -2.76 17.05
C -9.59 -2.95 18.56
C -9.53 -1.70 19.44
O -10.70 -3.74 19.03
H -9.13 -2.12 16.53
H -10.89 -2.34 16.91
H -9.86 -3.76 16.56
H -8.72 -3.59 18.58
H -9.51 -1.80 20.56
H -10.35 -1.01 19.15
H -8.64 -1.18 19.08
H -11.21 -4.20 18.32
O -11.93 -4.08 21.48
H -12.85 -4.35 21.35
H -11.51 -4.10 20.65
O -9.12 -5.28 25.05
H -9.72 -4.77 24.48
H -8.25 -5.32 24.58

***

158
Properties=species:S:1:pos:R:3 method="wB97M-V/def2-TZVPD" charge=0 e_homo_ha=-0.31386 total_energy_ha=-2719.36386 e_above_lowest_kcal_mol=18.43
C 5.64 -4.06 1.27
O 4.47 -3.33 0.98
C 3.61 -3.93 -0.02
C 2.18 -3.50 0.25
C 1.64 -4.13 1.58
N 1.33 -3.78 -0.91
H 6.15 -3.46 1.98
H 6.30 -4.24 0.43
H 5.47 -5.01 1.73
H 3.82 -3.58 -1.02
H 3.79 -5.01 -0.06
H 2.29 -2.40 0.34
H 0.68 -3.67 1.90
H 2.48 -4.02 2.29
H 1.57 -5.20 1.37
H 1.69 -4.63 -1.26
H 0.33 -3.82 -0.72
C 2.07 6.46 3.21
O 2.53 5.38 2.47
C 2.64 4.14 3.12
C 2.28 3.08 2.16
C 2.28 1.73 2.77
N 3.20 3.15 0.93
H 1.70 7.20 2.48
H 2.87 6.85 3.84
H 1.39 6.13 3.94
H 3.66 3.99 3.52
H 1.95 4.13 3.96
H 1.31 3.38 1.84
H 1.69 1.80 3.69
H 3.29 1.45 3.06
H 1.82 0.97 2.14
H 3.33 4.13 0.55
H 4.12 2.81 1.16
C -0.90 3.77 -5.84
O -0.92 2.70 -4.94
C -2.28 2.40 -4.71
C -2.28 1.35 -3.62
C -1.79 -0.03 -4.13
N -3.60 1.30 -2.94
H 0.14 4.04 -6.07
H -1.46 4.67 -5.43
H -1.40 3.50 -6.82
H -2.85 3.27 -4.44
H -2.76 2.04 -5.68
H -1.52 1.69 -2.91
H -2.54 -0.35 -4.86
H -1.82 -0.65 -3.22
H -0.81 -0.09 -4.56
H -4.05 0.36 -2.92
H -4.22 1.92 -3.49
C -5.67 -2.02 -0.63
O -5.50 -1.37 0.61
C -4.94 -0.07 0.55
C -4.77 0.34 2.06
C -4.53 1.79 2.26
N -3.67 -0.43 2.64
H -6.10 -3.01 -0.49
H -4.66 -2.17 -1.03
H -6.33 -1.54 -1.33
H -3.95 -0.06 0.06
H -5.61 0.68 0.10
H -5.71 0.02 2.54
H -5.31 2.36 1.75
H -3.63 2.11 1.77
H -4.46 2.00 3.34
H -2.88 -0.39 1.99
H -3.98 -1.40 2.67
C 4.42 2.83 -3.43
O 3.28 3.21 -4.20
C 2.15 3.09 -3.40
C 1.89 4.45 -2.67
C 0.58 4.43 -2.01
N 1.95 5.55 -3.61
H 4.40 1.75 -3.31
H 4.58 3.39 -2.49
H 5.28 3.05 -4.05
H 1.27 2.90 -4.00
H 2.28 2.24 -2.69
H 2.69 4.61 -1.95
H 0.63 3.58 -1.27
H -0.21 4.42 -2.76
H 0.54 5.36 -1.41
H 2.86 5.50 -4.05
H 1.17 5.46 -4.29
C -0.30 -0.82 3.72
O -0.27 -2.00 4.52
C -1.51 -2.33 5.15
C -1.98 -3.66 4.64
C -2.25 -3.63 3.21
N -3.16 -4.06 5.45
H -0.47 0.05 4.34
H -1.09 -0.81 2.99
H 0.66 -0.68 3.21
H -1.37 -2.44 6.20
H -2.22 -1.57 4.92
H -1.18 -4.40 4.88
H -2.64 -4.57 2.79
H -1.27 -3.60 2.62
H -2.81 -2.73 2.95
H -3.51 -4.96 5.08
H -2.79 -4.24 6.40
C -4.25 -6.14 0.14
O -3.73 -4.89 -0.19
C -3.15 -5.00 -1.53
C -2.38 -3.68 -1.80
C -1.28 -3.96 -2.83
N -1.75 -3.19 -0.57
H -3.49 -6.91 0.44
H -4.87 -6.55 -0.67
H -4.94 -5.99 1.01
H -2.36 -5.77 -1.54
H -3.95 -5.26 -2.26
H -3.06 -2.91 -2.14
H -0.55 -4.55 -2.30
H -0.72 -3.10 -3.14
H -1.52 -4.47 -3.77
H -2.38 -3.48 0.18
H -1.77 -2.18 -0.51
C 0.51 1.00 -0.43
C -0.03 -0.34 0.06
O -1.47 -0.36 0.10
H 1.60 1.01 -0.41
H 0.28 1.85 0.22
H 0.00 1.14 -1.41
H 0.36 -0.52 1.05
H 0.26 -1.17 -0.59
H -1.78 0.55 0.12
C 5.20 -0.24 -0.10
C 5.39 0.06 1.33
O 5.74 1.49 1.52
H 6.17 0.00 -0.57
H 4.44 0.44 -0.50
H 4.93 -1.29 -0.30
H 6.25 -0.54 1.63
H 4.58 -0.25 1.99
H 6.17 1.61 2.37
C -1.44 3.73 3.94
C -1.33 4.41 2.54
O -1.10 3.44 1.52
H -2.36 3.12 4.02
H -1.52 4.56 4.61
H -0.55 3.21 4.25
H -0.53 5.13 2.60
H -2.25 5.07 2.33
H -1.87 2.83 1.50
C 3.68 -2.20 -3.68
C 2.85 -1.28 -2.83
O 1.52 -1.75 -2.88
H 3.40 -2.06 -4.74
H 3.52 -3.25 -3.39
H 4.75 -1.97 -3.68
H 2.96 -0.24 -3.16
H 3.14 -1.21 -1.77
H 1.42 -2.60 -2.38
O -2.54 2.49 -0.39
H -2.85 2.08 -1.18
H -1.74 3.00 -0.57

***

161
Properties=species:S:1:pos:R:3 method="wB97M-V/def2-TZVPD" charge=-1 e_homo_ha=-0.13102 total_energy_ha=-3130.46324 e_above_lowest_kcal_mol=106.84
C -0.21 -0.20 -3.35
C -1.00 -0.41 -4.60
C -1.91 0.88 -5.14
C -2.19 2.12 -4.09
O -3.54 2.02 -3.46
P -4.40 0.58 -3.98
O -3.27 0.26 -5.31
H -0.56 -0.81 -2.40
H 0.68 0.57 -3.27
H -1.03 -1.43 -5.20
H -1.49 1.16 -6.22
H -1.47 2.28 -3.18
H -2.14 3.19 -4.61
H -5.39 0.76 -2.92
H -5.09 1.48 -4.87
H -5.33 -0.42 -4.46
H -3.61 -0.34 -3.19
C 1.39 -2.34 0.69
C 1.13 -0.86 0.56
O 0.03 -0.63 -0.30
H 1.60 -2.78 -0.29
H 2.24 -2.54 1.35
H 0.51 -2.86 1.09
H 2.00 -0.35 0.15
H 0.91 -0.41 1.54
H -0.74 -1.08 0.08
C 2.06 -0.03 5.42
C 1.08 0.90 4.75
O -0.23 0.33 4.78
H 2.08 -1.01 4.92
H 3.07 0.39 5.41
H 1.77 -0.21 6.47
H 1.36 1.06 3.70
H 1.04 1.87 5.25
H -0.47 0.20 5.71
C 1.32 -3.93 -4.27
C 1.62 -4.01 -2.79
O 2.69 -3.14 -2.46
H 2.20 -4.20 -4.86
H 0.49 -4.59 -4.54
H 1.05 -2.91 -4.56
H 1.90 -5.03 -2.51
H 0.74 -3.72 -2.20
H 2.43 -2.24 -2.71
C -4.08 -3.86 1.28
C -3.09 -2.77 1.61
O -2.32 -2.45 0.46
H -3.56 -4.76 0.93
H -4.69 -4.12 2.15
H -4.75 -3.55 0.47
H -2.41 -3.09 2.40
H -3.61 -1.86 1.95
H -2.93 -2.16 -0.23
C -8.88 -0.11 -0.75
C -7.89 0.99 -0.42
O -7.12 1.30 -1.57
H -8.36 -1.01 -1.10
H -9.49 -0.37 0.12
H -9.55 0.20 -1.56
H -7.21 0.66 0.37
H -8.41 1.89 -0.09
H -7.73 1.60 -2.26
C 4.88 -0.52 1.06
C 5.84 -1.69 0.97
O 5.12 -2.91 0.94
H 4.26 -0.60 1.96
H 5.42 0.43 1.10
H 4.20 -0.51 0.21
H 6.51 -1.70 1.84
H 6.46 -1.62 0.07
H 4.54 -2.89 0.16
C -4.45 2.69 1.91
C -5.57 2.63 2.92
O -5.38 1.52 3.79
H -4.41 1.77 1.32
H -4.59 3.54 1.23
H -3.48 2.80 2.41
H -6.54 2.50 2.42
H -5.62 3.54 3.52
H -4.53 1.65 4.24
C -2.92 -4.47 -3.05
C -2.02 -5.68 -2.98
O -0.72 -5.30 -2.54
H -2.51 -3.72 -3.74
H -3.92 -4.74 -3.38
H -3.00 -3.98 -2.07
H -1.93 -6.15 -3.96
H -2.42 -6.42 -2.28
H -0.81 -4.90 -1.67
C 0.38 -3.37 6.10
C -0.56 -3.68 4.95
O -1.18 -2.48 4.50
H -0.16 -2.90 6.93
H 0.86 -4.28 6.46
H 1.15 -2.66 5.79
H -1.35 -4.37 5.27
H -0.02 -4.13 4.11
H -0.48 -1.88 4.21
C 9.60 0.14 3.05
C 8.62 1.07 2.37
O 7.32 0.51 2.40
H 9.62 -0.83 2.55
H 10.61 0.57 3.03
H 9.31 -0.04 4.09
H 8.90 1.23 1.33
H 8.59 2.05 2.87
H 7.07 0.37 3.33
C 7.23 -3.04 -3.18
C 8.26 -2.23 -2.41
O 9.48 -2.20 -3.13
H 7.58 -4.06 -3.34
H 6.28 -3.07 -2.64
H 7.05 -2.60 -4.17
H 8.45 -2.69 -1.44
H 7.92 -1.20 -2.26
H 9.30 -1.79 -4.00
C -6.20 7.05 0.80
C -6.92 6.13 1.77
O -6.07 5.83 2.87
H -5.28 6.58 0.44
H -6.84 7.29 -0.05
H -5.91 7.98 1.30
H -7.19 5.19 1.28
H -7.83 6.60 2.15
H -5.84 6.67 3.31
C -13.77 -0.67 -2.90
C -12.74 0.14 -2.14
O -11.52 0.17 -2.86
H -13.42 -1.69 -3.07
H -14.72 -0.71 -2.36
H -13.95 -0.23 -3.89
H -12.55 -0.32 -1.16
H -13.08 1.16 -1.98
H -11.70 0.58 -3.72
C 9.88 5.32 1.99
C 8.76 5.25 3.00
O 8.95 4.15 3.87
H 9.92 4.40 1.40
H 9.74 6.17 1.31
H 10.85 5.42 2.49
H 7.79 5.13 2.50
H 8.71 6.17 3.60
H 9.80 4.27 4.32
C 9.93 2.38 7.85
C 10.68 3.15 6.78
O 12.02 3.37 7.18
H 9.95 2.92 8.80
H 8.89 2.21 7.56
H 10.41 1.41 8.03
H 10.21 4.13 6.62
H 10.67 2.61 5.83
H 12.43 2.49 7.31
C -2.91 0.88 -10.54
C -2.61 0.80 -9.06
O -1.53 1.67 -8.73
H -2.03 0.61 -11.13
H -3.73 0.22 -10.81
H -3.17 1.91 -10.83
H -2.32 -0.21 -8.78
H -3.48 1.09 -8.47
H -1.80 2.57 -8.98

***

Gap between HOMO and LUMO
In order: 9.77 9.22 5.05
Unit: eV